Here is 2 unconnected molecules or ions with the total composition C10H10NOS at a distorted geometry from OMol25. Energies are from wB97M-V/def2-TZVPD.

```
23
Properties=species:S:1:pos:R:3:forces:R:3:mulliken_charge:R:1
C -3.078919 0.627130 -0.507611 -0.73 0.26 -0.86 -0.672
C -4.350503 0.943443 -0.198501 0.64 0.70 0.09 -0.042
C -5.381546 -0.031083 -0.194905 -2.22 -1.97 0.12 0.306
N -6.256507 -0.815925 -0.175192 1.94 1.77 -0.11 -0.473
H -2.314461 1.399647 -0.620450 -0.19 -0.45 0.43 0.253
H -2.894894 -0.356177 -0.949725 0.29 0.26 0.59 0.240
H -4.645013 1.953636 0.124703 0.23 -0.58 -0.11 0.273
C 4.083982 0.086110 -1.353500 -0.56 -1.49 0.18 -0.814
O 3.219142 -0.990676 -0.904959 1.62 0.39 -1.08 -0.420
C 2.165205 -0.663336 -0.127101 -1.91 1.13 1.39 0.733
C 1.329893 -1.718867 0.338676 1.17 0.59 -0.56 -0.410
C 0.240883 -1.463159 1.143388 -0.20 0.31 0.20 -0.505
C -0.130437 -0.132547 1.502030 1.72 -0.23 -1.35 -0.208
S -1.607183 0.208024 2.201006 -1.81 0.38 1.12 -0.495
C 0.739291 0.911244 1.068979 -0.50 -0.31 0.30 -0.777
C 1.838532 0.675262 0.256379 0.54 -1.32 -0.35 -0.091
H 4.865704 -0.423609 -1.942359 -0.33 0.34 0.25 0.217
H 3.523783 0.776746 -1.990279 0.11 0.09 0.11 0.326
H 4.532450 0.591929 -0.493556 -0.07 0.11 -0.12 0.333
H 1.591351 -2.736838 0.032398 -0.10 0.29 0.14 0.339
H -0.389257 -2.294232 1.496481 0.28 0.50 -0.24 0.305
H 0.475996 1.935693 1.376654 0.16 -0.54 -0.26 0.302
H 2.442509 1.517587 -0.082558 -0.10 -0.23 0.10 0.281
```
Positions in Å, forces in eV/Å.

The calculated total energy comes out at -915.22699 hartree. The total charge is -1. The lowest unoccupied orbital energy is 0.111 Eh. The value obtained for the gap between HOMO and LUMO is 5.6 eV. The value obtained for the highest occupied orbital energy is -2.6 eV.